Record 1
2 unconnected molecules or ions with the total composition C4H9NS in a non-equilibrium geometry. Source: OMol25; level of theory: ωB97M-V with the def2-TZVPD basis set.

Bonds (Å) are listed after each position.
CARTESIAN COORDINATES (ANGSTROEM)
1 C 0.33 -0.83 -0.76  C4 1.447, S6 1.691, H7 1.066
2 C -2.00 0.16 -0.44  C4 1.510, H8 1.088, H9 1.089, H10 1.089
3 C -0.13 0.72 1.20  C4 1.502, H11 1.089, H12 1.091, H13 1.089
4 C -0.63 -0.17 0.10  C1 1.447, C2 1.510, C3 1.502, S6 1.875
5 N 2.91 -0.18 -0.05  H14 1.021, H15 1.017
6 S -0.26 -1.99 0.32  C1 1.691, C4 1.875
7 H 0.54 -0.90 -1.80  C1 1.066
8 H -2.27 -0.51 -1.26  C2 1.088
9 H -2.01 1.19 -0.81  C2 1.089
10 H -2.75 0.07 0.34  C2 1.089
11 H 0.85 0.38 1.54  C3 1.089
12 H -0.83 0.74 2.04  C3 1.091
13 H -0.02 1.73 0.82  C3 1.089
14 H 2.93 0.58 -0.73  N5 1.021
15 H 3.31 -0.99 -0.50  N5 1.017

Values from the calculation:
HOMO (alpha / beta): -9.42 / -7.47 eV
lowest unoccupied orbital energy (alpha / beta): 0.27 / -0.13 eV
energy above the lowest of the compared OMol25 structures with the same formula, charge and spin: 97.43 kcal per mole

***

Record 2
A single C13H16ClNO3 molecule. Source: OMol25; level of theory: ωB97M-V with the def2-TZVPD basis set.

Bonds (Å) are listed after each position.
CARTESIAN COORDINATES (ANGSTROEM)
1 C 0.19 -3.88 3.34  C2 1.523, H32 1.087, H33 1.088, H34 1.088
2 C 0.20 -2.46 3.89  C1 1.523, C3 1.530, H30 1.091, H31 1.091
3 C -0.92 -1.61 3.28  C2 1.530, C4 1.508, H28 1.090, H29 1.093
4 C -0.68 -1.36 1.81  C3 1.508, O5 1.208, O6 1.332
5 O 0.38 -1.05 1.33  C4 1.208
6 O -1.80 -1.51 1.11  C4 1.332, C7 1.426
7 C -1.75 -1.36 -0.31  O6 1.426, H8 1.096, H9 1.091, C10 1.539
8 H -0.82 -1.80 -0.68  C7 1.096
9 H -2.61 -1.91 -0.69  C7 1.091
10 C -1.84 0.10 -0.78  C7 1.539, O11 1.212, N12 1.343
11 O -2.78 0.50 -1.43  C10 1.212
12 N -0.79 0.85 -0.40  C10 1.343, H13 1.013, C14 1.450
13 H -0.01 0.41 0.07  N12 1.013
14 C -0.65 2.24 -0.80  N12 1.450, C15 1.507, H26 1.093, H27 1.093
15 C 0.38 2.38 -1.88  C14 1.507, C16 1.388, C20 1.390
16 C 1.63 2.93 -1.62  C15 1.388, C17 1.384, H25 1.080
17 C 2.59 3.02 -2.62  C16 1.384, C18 1.385, H24 1.079
18 C 2.29 2.56 -3.89  C17 1.385, C19 1.387, Cl23 1.729
19 C 1.05 2.00 -4.17  C18 1.387, C20 1.382, H22 1.079
20 C 0.10 1.92 -3.16  C15 1.390, C19 1.382, H21 1.080
21 H -0.87 1.49 -3.37  C20 1.080
22 H 0.83 1.64 -5.16  C19 1.079
23 Cl 3.48 2.67 -5.14  C18 1.729
24 H 3.56 3.45 -2.41  C17 1.079
25 H 1.86 3.29 -0.63  C16 1.080
26 H -0.38 2.83 0.08  C14 1.093
27 H -1.63 2.56 -1.17  C14 1.093
28 H -1.89 -2.09 3.41  C3 1.090
29 H -0.94 -0.63 3.77  C3 1.093
30 H 0.09 -2.48 4.97  C2 1.091
31 H 1.16 -1.99 3.65  C2 1.091
32 H 0.98 -4.47 3.80  C1 1.087
33 H 0.34 -3.88 2.27  C1 1.088
34 H -0.77 -4.36 3.55  C1 1.088

Values from the calculation:
HOMO: -9.02 eV
structure (SMILES): CCCC(=O)OCC(=O)NCc1ccc(Cl)cc1
lowest unoccupied orbital energy: 0.69 eV
energy above the lowest of the compared OMol25 structures with the same formula, charge and spin: 7.60 kcal per mole